This record from OMol25 describes a 9-piece molecular cluster, C14H32Br10N4O8 overall in a non-equilibrium geometry. The level of theory is the ωB97M-V functional and the def2-TZVPD basis.

## Properties
E_LUMO (eV): 0.0
Max |F| (eV/A): 1.88
Kohn-Sham gap (eV): 9.854
Energy relative to the best compared isomer or geometry (same formula, charge and spin) (eV): 0.417
M (g mol⁻¹): 1183.47
E_HOMO (hartree): -0.36141

ORCA input file:
```
! wB97M-V def2-TZVPD RIJCOSX def2/J DEFGRID3
* xyz 0 1
C -1.65521 4.42134 -0.88734
N -1.39431 5.81528 -0.43282
O -1.11708 5.96625 0.73633
O -1.45009 6.69604 -1.25595
H -0.69088 3.96758 -1.05565
H -2.24571 4.48019 -1.79677
H -2.28663 3.94374 -0.14741
C 5.12104 2.44572 2.54000
N 4.68379 1.06907 2.84053
O 5.35092 0.16604 2.42766
O 3.62050 0.94329 3.36390
H 4.50476 3.10379 3.14129
H 4.90326 2.65971 1.49337
H 6.18322 2.59193 2.68558
C -5.40817 1.08865 -3.07320
N -4.81110 -0.10375 -3.71447
O -4.79945 -1.14036 -3.09728
O -4.39379 0.05650 -4.82855
H -4.57342 1.76024 -2.88358
H -5.87861 0.83349 -2.13369
H -6.10545 1.55414 -3.75804
C 4.37066 -3.06215 2.56479
N 3.05736 -2.69704 3.14730
O 2.29970 -2.07612 2.47476
O 2.83052 -3.07686 4.28107
H 4.35496 -4.13719 2.41944
H 5.14667 -2.66592 3.20099
H 4.44112 -2.60975 1.57871
Br 1.52314 4.31837 -3.22823
C 2.08186 2.47348 -3.47143
C 3.58510 2.32331 -3.29369
Br 4.06522 2.23755 -1.42227
H 1.77409 2.15047 -4.45832
H 1.53722 1.91717 -2.71702
H 4.06875 3.20391 -3.71143
H 3.99157 1.44625 -3.78347
Br -1.18743 0.99742 -1.14573
C -0.22645 0.56887 0.49723
C 1.23348 0.56292 0.34361
Br 1.82744 -1.00482 -0.61001
H -0.60201 -0.40084 0.78359
H -0.55371 1.32437 1.20242
H 1.65661 0.46786 1.34265
H 1.60464 1.44711 -0.15785
Br -3.09548 -0.97357 1.68255
C -4.47707 -2.31649 1.40308
C -3.90242 -3.55678 0.87311
Br -5.32245 -4.80620 0.50507
H -5.20219 -1.83979 0.75534
H -4.99460 -2.43967 2.35091
H -3.25628 -4.01045 1.61829
H -3.33886 -3.39472 -0.03734
Br 1.30287 -0.93172 -4.29106
C -0.31754 -1.90463 -3.76068
C -1.24777 -1.84518 -4.94889
Br -2.74864 -3.06470 -4.70641
H -0.69100 -1.44982 -2.85360
H -0.02675 -2.92972 -3.55273
H -0.76706 -2.13867 -5.87162
H -1.68006 -0.85856 -5.10196
Br 0.16872 -0.17463 3.89621
C -0.37481 -1.97278 4.34569
C 0.20886 -2.38857 5.64202
Br -0.50290 -4.13375 6.15854
H -0.04645 -2.58111 3.51156
H -1.46129 -2.00862 4.38729
H 0.06941 -1.68930 6.45395
H 1.26569 -2.61784 5.53968
*
```

Atomic partial charges in e from the Löwdin method, atoms 1 to 4: number 1, C, carries -0.017; number 2, N, carries -0.459; number 3, O, carries 0.063; number 4, O, carries 0.066